1.
A cluster of 3 separate species, C3H15N2O2 in total. Source: the Open Molecules 2025 dataset; level of theory: ωB97M-V/def2-TZVPD.

Calculated values
- LUMO: -0.1007 Eh
- HOMO energy: -14.069 eV
- Charge: +1
- Calculated total energy: -10423.481 eV

CARTESIAN COORDINATES (ANGSTROEM)
O: -0.69 1.30 3.27
O: -2.31 1.62 -0.18
N: 1.51 -0.31 0.65
N: 1.45 -0.11 -2.05
C: -0.36 -1.17 -0.61
C: 0.85 -1.61 0.18
C: 0.00 -0.46 -1.94
H: -1.64 1.43 3.17
H: 1.99 0.01 -0.22
H: 1.90 -0.73 -2.72
H: -1.00 -2.03 -0.83
H: 2.06 -0.42 1.50
H: -2.88 1.00 -0.65
H: -1.03 -0.50 -0.11
H: -0.49 1.02 4.18
H: -0.49 0.51 -1.88
H: -0.30 -1.06 -2.79
H: 1.53 0.82 -2.46
H: 0.57 -2.18 1.05
H: -2.86 2.37 0.06
H: 1.60 -2.11 -0.42
H: 0.80 0.36 0.96



2.
The molecule C9H11NS. Source: the Open Molecules 2025 dataset; level of theory: ωB97M-V/def2-TZVPD.

Calculated values
- LUMO: 0.0326 Eh
- HOMO energy: -7.640 eV
- Charge: 0
- Calculated total energy: -21834.391 eV

CARTESIAN COORDINATES (ANGSTROEM)
S: 1.52 1.63 -0.26
N: -0.65 0.13 0.40
C: -2.17 1.74 0.48
C: 0.87 -2.18 0.64
C: 1.47 -0.89 0.24
C: -1.04 1.34 1.00
C: -2.43 1.03 -0.82
C: 2.81 -0.63 -0.05
C: 3.09 0.68 -0.32
C: 0.70 0.23 0.14
C: -1.56 -0.21 -0.74
H: 1.66 -2.97 0.69
H: -2.81 2.62 0.79
H: 3.89 1.16 -0.79
H: -2.27 1.65 -1.66
H: -0.46 1.39 1.89
H: 0.15 -2.54 -0.12
H: -0.98 -0.35 -1.57
H: -2.18 -1.12 -0.39
H: 3.55 -1.40 -0.21
H: 0.33 -2.10 1.48
H: -3.49 0.79 -0.83



3.
A cluster of 2 separate species, C6H12N in total. Source: the Open Molecules 2025 dataset; level of theory: ωB97M-V/def2-TZVPD.

Calculated values
- LUMO (alpha / beta): -0.1343 / -0.2757 Eh
- Multiplicity: 3
- HOMO energy (alpha / beta): -8.949 / -15.970 eV
- Charge: +1
- Calculated total energy: -7892.672 eV

CARTESIAN COORDINATES (ANGSTROEM)
N: 0.68 1.81 -1.96
C: -1.63 -1.26 1.20
C: 0.72 -1.17 2.12
C: 1.23 0.81 -2.14
C: 0.31 -1.28 -0.34
C: -0.21 -1.23 0.87
C: -0.08 2.96 -1.72
H: -1.97 -0.71 2.06
H: 1.83 0.13 -2.70
H: -1.04 2.69 -1.98
H: 1.29 -1.10 -0.37
H: 0.06 3.01 -0.65
H: 0.26 3.73 -2.34
H: 1.11 -0.08 2.28
H: -1.86 -2.31 1.57
H: 0.14 -1.60 3.05
H: 1.62 -1.86 1.96
H: -2.17 -1.10 0.32
H: -0.30 -1.42 -1.24



4.
A structure of composition C14H13N2O5SSeSn. Source: the Open Molecules 2025 dataset; level of theory: ωB97M-V/def2-TZVPD.

Calculated values
- LUMO: -0.1387 Eh
- HOMO energy: -12.250 eV
- Charge: +1
- Calculated total energy: -109954.932 eV

CARTESIAN COORDINATES (ANGSTROEM)
Sn: 0.77 -0.72 0.61
Se: -0.46 -2.21 -0.93
S: 3.08 -0.31 1.05
O: -0.11 0.77 1.56
O: 1.10 -2.26 2.29
O: -1.11 1.92 3.17
O: 0.85 -3.23 4.27
O: -1.49 -1.48 2.27
N: -2.54 1.13 -3.52
N: 1.64 0.77 -0.83
C: 1.34 1.53 -1.89
C: 3.82 1.72 -0.74
C: 0.38 -2.61 3.22
C: -2.51 1.24 -2.20
C: -1.32 -0.93 -3.31
C: -1.01 0.91 2.54
C: -1.96 0.05 -4.05
C: -1.99 -0.23 2.74
C: -1.11 -2.41 3.24
C: -1.92 0.31 -1.35
C: 2.25 2.42 -2.42
C: 2.86 0.85 -0.28
C: 3.50 2.52 -1.83
C: -1.30 -0.79 -1.93
H: 1.81 -3.39 4.17
H: -1.95 0.48 -0.29
H: 1.98 3.02 -3.27
H: 4.23 3.22 -2.21
H: 4.79 1.77 -0.27
H: -2.99 2.11 -1.77
H: -1.43 -2.15 4.25
H: -0.85 -1.77 -3.80
H: -2.26 -0.27 3.80
H: -2.88 0.00 2.16
H: 0.35 1.41 -2.31
H: -2.00 -0.03 -5.13
H: -1.55 -3.38 3.00



5.
A structure of composition C5H6N. Source: the Open Molecules 2025 dataset; level of theory: ωB97M-V/def2-TZVPD.

Calculated values
- LUMO: -0.2550 Eh
- HOMO energy: -16.174 eV
- Charge: +1
- Calculated total energy: -6760.199 eV

CARTESIAN COORDINATES (ANGSTROEM)
N: 1.32 -1.53 0.07
C: 0.91 0.88 0.19
C: 0.19 -0.45 0.45
C: -1.03 -0.79 -0.29
C: 2.21 0.68 -0.11
C: 2.16 -0.69 -0.19
H: 0.48 1.98 0.22
H: -1.18 -0.54 -1.30
H: -1.25 -1.91 -0.28
H: -1.67 -0.07 0.32
H: 0.29 -0.40 1.60
H: 3.07 1.46 -0.36



6.
The molecule C5H8O. Source: the Open Molecules 2025 dataset; level of theory: ωB97M-V/def2-TZVPD.

Calculated values
- LUMO: 0.0393 Eh
- HOMO energy: -9.333 eV
- Charge: 0
- Calculated total energy: -7361.070 eV

CARTESIAN COORDINATES (ANGSTROEM)
O: -0.53 1.12 2.02
C: 0.64 0.59 -0.12
C: -0.47 0.69 0.89
C: -0.41 0.18 -1.18
C: 1.33 -0.68 0.47
C: -1.42 -0.09 -0.04
H: -2.41 0.35 -0.11
H: 1.26 1.47 -0.33
H: -0.10 -0.65 -1.82
H: 0.70 -1.16 1.24
H: -1.52 -1.15 0.22
H: 2.26 -0.45 0.97
H: 1.48 -1.44 -0.31
H: -0.76 0.99 -1.84